C28H32AsBLuN11O7S6 as an isolated structure. Source: the OMol25 dataset; level of theory: the ωB97M-V functional and the def2-TZVPD basis.

The value obtained for the highest occupied orbital energy is -1.13 eV. The gap between HOMO and LUMO comes out at 4.44 eV. The charge is -2. The value obtained for the molar mass is 1087.7 u.

CARTESIAN COORDINATES (ANGSTROEM)
Lu  -2.2852  -1.7927  -1.5727
O  1.6908  -2.0343  0.5908
As  0.2438  -1.1468  1.1597
O  0.8288  0.3352  1.5410
O  -0.8581  -1.3388  -0.0791
C  -0.3440  -2.1250  2.7069
C  0.4015  -1.8751  3.8584
C  0.0804  -2.4715  5.0675
C  -1.0179  -3.3190  5.1348
C  -1.7755  -3.5657  4.0052
C  -1.4451  -2.9779  2.7812
S  -1.8568  -4.4666  0.5863
O  -0.3871  -4.4704  0.5769
O  -2.2402  -3.2104  1.7221
O  -2.3979  -3.7772  -0.6163
H  2.3868  -1.3664  0.6347
H  1.2325  -1.1812  3.8015
H  0.6720  -2.2636  5.9505
H  -1.2890  -3.7812  6.0772
H  -2.6475  -4.2059  4.0342
C  2.8336  -4.2323  -1.4695
C  1.7863  -5.0055  -2.1739
N  1.9117  -6.2173  -2.6088
N  0.6849  -6.4886  -3.1580
C  -0.2191  -5.4804  -3.0622
S  -1.7896  -5.4917  -3.5552
N  0.5368  -4.5036  -2.4435
N  0.0960  -3.2393  -2.0550
H  3.6810  -4.8907  -1.2901
H  2.4569  -3.8358  -0.5259
H  3.1631  -3.3830  -2.0735
H  0.4634  -7.3930  -3.5270
H  0.1874  -3.1932  -1.0389
H  0.6932  -2.5379  -2.4779
S  -4.7054  -2.7725  -2.6738
S  -4.9198  -1.2200  -4.0128
S  -3.5115  -1.6370  -5.4481
S  -1.7253  -1.6826  -4.3634
B  -3.0979  1.1146  0.6570
N  -3.0848  1.4885  -0.8477
C  -3.3054  2.6925  -1.3779
C  -3.0421  2.6421  -2.7345
C  -2.6528  1.3216  -2.9561
N  -2.6746  0.6319  -1.8144
N  -4.0722  -0.0777  0.8584
C  -5.0416  -0.1870  1.7718
C  -5.6066  -1.4476  1.6726
C  -4.8977  -2.0499  0.6330
N  -3.9762  -1.2217  0.1523
H  -3.5443  2.0613  1.2710
H  -1.9932  0.8122  1.0220
H  -3.6158  3.5018  -0.7382
H  -3.1323  3.4353  -3.4566
H  -2.3725  0.8080  -3.8629
H  -5.2602  0.6499  2.4145
H  -6.4198  -1.8570  2.2471
H  -5.0175  -3.0227  0.1864
C  5.7473  7.4391  2.1362
C  4.5902  6.4937  1.9677
C  3.8197  6.0853  3.0525
C  2.7628  5.2057  2.9009
C  2.4157  4.7094  1.6409
N  1.3429  3.8259  1.5485
C  0.8631  3.1803  0.3850
O  -0.3115  3.1833  0.1190
N  1.8454  2.5664  -0.3383
C  1.6303  1.6770  -1.4080
C  2.6239  1.5073  -2.3606
C  2.4329  0.5744  -3.3680
C  1.2662  -0.1753  -3.3599
N  0.3384  -0.0487  -2.4150
C  0.4851  0.8840  -1.4837
C  3.1688  5.1320  0.5429
C  4.2377  5.9974  0.7188
H  5.9333  7.6416  3.1915
H  5.5626  8.3972  1.6444
H  6.6659  7.0286  1.7119
H  4.0605  6.4511  4.0448
H  2.1960  4.8804  3.7648
H  0.5675  4.0067  2.1681
H  2.7770  2.5987  0.0393
H  3.5294  2.1037  -2.3150
H  3.1752  0.4261  -4.1413
H  1.0538  -0.9071  -4.1343
H  -0.2988  0.9750  -0.7469
H  2.9067  4.7989  -0.4520
H  4.8034  6.3049  -0.1547

Löwdin population analysis, charges in e, atoms 1 to 5: Lu 1.3198; O -0.2611; As 0.9281; O -0.4413; O -0.6021